# 1
Entry from OMol25: C25H44IrO2P2 as an isolated structure in a non-equilibrium geometry (ωB97M-V/def2-TZVPD).

The total energy is -1915.70732 Eh. Its spin multiplicity is 6. For the energy above the lowest of the compared OMol25 structures with the same formula, charge and spin, the calculation gives 11.2 kcal/mol. As for the expectation value of S²: 8.771. Its total charge is +2. The HOMO energy (alpha / beta) is -9.29 / -14.24 eV.

Last column: Mulliken spin population.
Geometry (Å):
Ir: -0.297 0.186 -0.044  2.002
P: -2.552 0.243 0.011  0.100
P: -0.905 1.654 -1.651  0.000
O: -0.549 -1.922 -1.123  0.217
O: -1.096 -1.441 -3.285  0.016
C: 1.187 -1.262 1.198  0.211
C: -5.456 3.987 -0.806  -0.002
C: -6.025 2.680 -2.898  0.029
C: -5.473 3.743 -3.885  0.114
C: -0.919 3.371 -1.097  0.045
C: 0.409 -0.368 2.012  0.215
C: -0.498 -0.781 3.119  0.011
C: -3.343 -1.338 0.093  0.027
C: 1.941 -0.490 0.272  0.199
C: -0.086 1.502 -3.210  0.045
C: 1.271 -2.732 1.384  0.009
C: -0.472 -3.647 -2.781  0.031
C: -4.222 5.894 -2.048  0.105
C: -2.654 1.091 -1.616  -0.020
C: -5.535 5.359 -1.415  -0.029
C: 1.708 0.908 0.555  0.130
C: -0.730 -2.207 -2.379  -0.040
C: -5.645 2.827 -1.452  0.072
C: 0.770 0.986 1.651  0.303
C: 0.429 2.206 2.428  -0.006
C: -3.209 1.333 1.281  0.022
C: -4.005 4.041 -3.755  0.502
C: -3.462 4.950 -2.934  0.456
C: 2.905 -1.028 -0.723  -0.019
C: 2.435 2.047 -0.071  0.006
H: 1.111 2.301 3.282  0.016
H: -0.585 2.152 2.823  0.006
H: 0.028 3.842 -1.396  -0.001
H: -6.352 5.436 -2.145  0.006
H: -5.624 1.888 -0.884  0.006
H: -2.833 0.378 -2.430  0.000
H: -7.123 2.665 -3.009  -0.004
H: -0.067 -4.235 -1.955  -0.001
H: 0.527 3.102 1.818  0.000
H: 3.410 2.179 0.418  0.007
H: 1.419 -3.236 0.424  0.006
H: 0.106 -1.041 3.997  0.009
H: 2.616 1.854 -1.133  -0.002
H: 3.753 -1.474 -0.188  0.011
H: -1.078 -1.668 2.838  0.003
H: 2.434 -1.814 -1.325  0.012
H: 0.019 0.433 -3.449  -0.001
H: -1.035 3.463 -0.010  0.002
H: 1.875 2.978 0.024  0.005
H: -3.371 1.929 -1.613  0.029
H: -0.711 1.989 -3.970  0.002
H: -2.510 2.135 1.546  0.000
H: -3.366 3.487 -4.458  0.021
H: 0.365 -3.124 1.858  0.000
H: -4.147 1.771 0.915  0.007
H: -4.368 -1.244 -0.282  0.009
H: -1.190 0.019 3.394  0.002
H: 0.222 -3.675 -3.627  0.002
H: -5.785 6.053 -0.594  0.004
H: -2.380 5.128 -2.973  -0.081
H: -3.404 0.718 2.173  0.002
H: -1.417 -4.095 -3.099  0.000
H: -5.691 1.686 -3.237  -0.003
H: -6.085 4.653 -3.829  0.026
H: -5.621 3.331 -4.897  0.003
H: 0.899 1.987 -3.150  -0.006
H: -3.347 -1.662 1.142  -0.001
H: -2.777 -2.066 -0.500  0.009
H: -4.475 6.819 -2.596  0.063
H: -5.289 3.987 0.282  -0.002
H: -1.749 3.896 -1.586  0.039
H: 3.262 -0.242 -1.390  -0.002
H: 2.132 -2.953 2.030  0.019
H: -3.550 6.216 -1.237  0.025

---

# 2
Entry from OMol25: a 5-piece molecular cluster, C25H44NO7P overall in a non-equilibrium geometry (ωB97M-V/def2-TZVPD).

As for the structure (SMILES): C#CCc1c(C)ccc2c1C(=O)N(P(C)O)C2=O.CC(C)O.CC(C)O.CC(C)O.CC(C)O. The total energy is -1901.71577 Eh. Its total charge is 0. The HOMO energy is -8.33 eV.

Last column: Löwdin charge in e.
Geometry (Å):
P: -3.273 -1.433 -3.286  0.894
O: -0.122 -1.480 -4.899  0.159
O: 1.802 -4.640 2.269  -0.097
O: 2.561 0.286 3.244  -0.060
O: -2.249 -2.147 -2.183  -0.299
O: 3.918 4.067 0.254  -0.061
O: -2.797 1.631 -5.077  0.159
O: -6.110 2.206 -1.254  -0.067
N: -2.232 -0.551 -4.386  -0.144
C: -1.275 2.273 -2.253  -0.001
C: 1.658 1.190 -0.083  -0.021
C: 1.624 -1.823 -0.902  -0.117
C: -7.741 3.264 0.181  -0.064
C: -2.256 0.907 -4.308  -0.412
C: 1.882 -2.423 0.108  0.116
C: 2.080 -6.042 2.224  -0.486
C: 5.683 5.532 -0.505  -0.065
C: 2.045 -1.794 4.338  -0.059
C: 1.364 -6.674 1.040  -0.059
C: 4.422 -1.122 3.867  -0.059
C: 4.412 4.784 -0.877  -0.499
C: -0.796 -0.782 -4.217  -0.393
C: 0.595 0.113 -2.135  -0.101
C: 3.344 5.732 -1.400  -0.063
C: 3.025 -0.637 4.226  -0.494
C: 1.582 -1.047 -2.165  -0.115
C: -0.282 2.212 -1.271  -0.012
C: -7.995 0.872 -0.547  -0.062
C: -0.411 0.160 -3.085  -0.048
C: 1.667 -6.694 3.534  -0.061
C: 0.633 1.162 -1.196  -0.182
C: -4.110 -0.164 -2.251  -0.255
C: -1.330 1.225 -3.145  -0.112
C: -7.016 1.975 -0.175  -0.498
H: 1.174 0.951 0.869  0.090
H: 3.689 6.272 -2.283  0.080
H: 5.109 -0.280 3.783  0.079
H: 5.482 6.256 0.290  0.081
H: 1.666 -6.193 0.108  0.080
H: -4.512 -0.718 -1.401  0.040
H: 3.072 6.462 -0.632  0.081
H: 2.357 -2.509 5.101  0.081
H: 2.438 5.182 -1.660  0.074
H: -7.026 4.045 0.441  0.079
H: 3.711 4.706 0.944  0.088
H: 1.894 -7.760 3.534  0.081
H: -8.682 0.657 0.274  0.080
H: 0.594 -6.567 3.703  0.082
H: 1.967 -2.321 3.384  0.053
H: 4.807 -1.814 4.618  0.079
H: -6.407 1.653 0.671  0.138
H: 2.060 2.202 -0.006  0.072
H: -8.321 3.625 -0.673  0.081
H: 1.245 -1.732 -2.942  0.106
H: -6.624 2.493 -2.015  0.089
H: 2.184 -6.227 4.373  0.079
H: -0.249 3.016 -0.545  0.118
H: 2.525 -0.179 2.400  0.061
H: 1.049 -1.428 4.589  0.081
H: -3.453 0.601 -1.828  0.037
H: 1.582 -7.740 0.969  0.081
H: 0.282 -6.547 1.134  0.082
H: -2.452 -3.085 -2.169  0.037
H: 6.095 6.066 -1.363  0.079
H: 6.438 4.840 -0.129  0.079
H: 2.420 0.433 -0.242  0.064
H: -4.921 0.318 -2.791  0.035
H: 2.576 -0.674 -2.410  0.135
H: -8.583 1.160 -1.423  0.082
H: 4.639 4.035 -1.637  0.138
H: 4.412 -1.632 2.899  0.079
H: 3.159 -6.136 2.092  0.140
H: 3.060 -0.092 5.170  0.136
H: 2.250 -3.109 0.849  0.013
H: -8.420 3.118 1.022  0.080
H: -1.981 3.089 -2.331  0.124
H: 0.852 -4.532 2.385  0.094
H: -7.461 -0.044 -0.802  0.073